The following is a DFT calculation (ωB97M-V/def2-TZVPD) of C3H11O3 as an isolated structure in a non-equilibrium geometry.

Cartesian coordinates (Å):
C1 0.36 -0.02 -0.34
O1 1.14 -0.49 0.71
C2 -1.06 0.48 0.08
C3 -1.73 1.13 -1.10
H1 0.24 -0.88 -1.03
H2 0.91 0.77 -0.88
H3 -0.75 1.19 0.85
H4 -1.52 -0.38 0.57
H5 -2.81 1.16 -0.96
H6 -1.67 0.64 -2.08
H7 -1.24 2.09 -1.24
H8 -1.03 -2.49 1.09
H9 0.45 -2.06 1.02
O2 -0.14 -2.86 1.12
H10 2.15 0.12 0.81
H11 3.46 1.05 1.10
O3 3.25 0.56 0.29

Computed properties:
Net charge: -1
F_max, eV/A: 2.5
HOMO level, eV: -4.070
HOMO-LUMO gap, eV: 7.923
ΔE to the lowest compared entry with this formula, charge and spin, kJ/mol: 81.7
Lowest unoccupied orbital energy, eV: 3.85

Atom charges from the natural (NBO) analysis, given in e for atoms 1 to 6: C -0.040; O -0.874; C -0.440; C -0.619; H 0.128; H 0.162